[1]
110
Properties=species:S:1:pos:R:3 method="wB97M-V/def2-TZVPD" lumo_ev="-7.439 / -8.123" total_energy_ev=-139455.251 total_charge=+2 molar_mass_g_mol=981.06 e_homo_ha="-0.4569 / -0.4418"
Hg -0.120 0.175 -3.007
Ge -0.064 -0.005 0.755
P 2.528 0.453 -1.302
P -1.100 -2.393 -1.333
P -1.744 2.069 -1.185
O 0.205 0.059 -6.321
N 1.704 1.109 1.282
N -1.835 0.994 1.362
N -0.006 -0.062 2.968
N -0.031 -2.111 1.230
N 0.507 0.753 -5.455
C -2.852 -2.990 -1.020
C -2.159 3.317 4.228
C 3.889 -0.794 -0.971
C -1.124 -3.597 2.860
C 5.304 -0.247 -0.798
C 3.488 -1.626 0.247
C -1.111 3.727 -0.588
C 3.586 0.832 2.855
C -1.134 2.833 5.030
C 3.550 0.725 -3.871
C -1.327 -1.407 4.552
C -0.691 1.119 3.410
C -0.404 1.731 4.616
C -1.683 1.642 2.542
C -0.661 -1.278 3.349
C 4.034 0.289 4.037
C 2.492 1.592 0.204
C 3.149 1.579 -2.668
C -3.137 2.429 -2.370
C -3.331 -2.364 0.291
C 1.381 -0.028 3.323
C 1.860 -0.615 4.478
C -3.848 1.135 -2.754
C -0.065 -4.886 -2.486
C -1.292 -3.245 -3.967
C -2.200 4.787 -0.448
C -2.687 1.478 0.331
C -0.398 -3.419 -2.739
C 0.045 4.227 -1.452
C -3.057 -4.502 -0.996
C -0.112 -3.026 0.144
C -1.874 -2.624 4.926
C -0.604 -2.358 2.428
C -1.735 -3.722 4.086
C 4.214 2.615 -2.324
C 2.251 0.660 2.435
C -2.601 3.150 -3.602
C 3.187 -0.465 4.841
C -2.429 2.744 3.006
H -2.760 4.143 4.577
H -2.352 -4.995 -0.327
H -1.396 -0.565 5.225
H -2.291 4.168 -3.370
H -0.925 3.287 5.987
H -4.380 0.701 -1.910
H 5.959 -1.066 -0.498
H 0.448 -5.274 -3.366
H -4.062 -4.713 -0.628
H -2.213 -3.820 -3.877
H -2.359 -2.723 5.884
H 0.559 5.043 -0.946
H 4.271 1.424 2.264
H 3.638 1.350 -4.758
H 2.239 2.135 -2.944
H -2.975 -4.942 -1.988
H 0.762 3.428 -1.640
H 4.506 0.228 -3.713
H 3.868 -1.437 -1.862
H -3.242 3.142 2.417
H -1.018 -4.476 2.240
H -3.326 0.657 -0.014
H 3.724 -1.094 1.168
H -2.573 5.111 -1.417
H 5.704 0.164 -1.721
H -0.299 4.600 -2.414
H 0.557 -2.902 -2.931
H -4.581 1.338 -3.533
H -3.378 3.210 -4.363
H 1.189 -1.164 5.124
H -4.419 -2.366 0.345
H -3.143 0.394 -3.142
H 5.170 2.170 -2.067
H 5.351 0.514 -0.020
H 3.545 -0.893 5.765
H 5.053 0.457 4.353
H 3.903 3.264 -1.507
H -0.712 3.486 0.411
H 2.038 2.518 -0.169
H -2.102 -4.685 4.406
H -3.432 -2.566 -1.852
H -2.954 -2.929 1.142
H -0.949 -5.498 -2.332
H 4.373 3.243 -3.200
H 2.796 -0.045 -4.069
H -1.566 -2.194 -4.110
H 4.028 -2.574 0.264
H 3.535 1.785 0.470
H -1.789 5.664 0.050
H -0.773 -3.583 -4.864
H 2.417 -1.830 0.236
H -0.547 -3.992 0.417
H -3.043 4.439 0.146
H 0.895 -3.190 -0.259
H -3.329 2.308 0.644
H -2.976 -1.336 0.380
H -1.745 2.621 -4.034
H 0.370 1.336 5.258
H 0.600 -5.013 -1.634
H -3.849 3.082 -1.849

[2]
116
Properties=species:S:1:pos:R:3 method="wB97M-V/def2-TZVPD" lumo_ev="4.427 / 4.426" multiplicity=2 total_energy_ev=-235457.116 total_charge=-2 s_squared=0.762 molar_mass_g_mol=1146.53 e_homo_ha="-0.0619 / -0.0618"
Hg -0.257 0.128 -0.863
Br -0.988 -1.770 3.153
As 2.458 0.008 -1.254
S -0.876 1.100 -3.480
P -0.816 1.233 3.363
P 1.854 -0.216 3.466
Si 2.900 1.811 -2.667
Si 3.422 -1.591 -2.674
O 2.992 0.815 4.018
O -0.810 1.285 1.893
O -2.265 1.070 4.031
O 1.857 -0.312 2.006
O -0.487 2.758 3.923
O 2.327 -1.548 4.219
N -0.904 -1.798 -2.473
C 3.591 -1.322 -4.553
C 4.800 2.038 -2.743
C -1.097 3.841 3.225
C -3.102 -1.767 0.487
C -0.074 4.497 2.310
C 0.011 -3.132 -0.700
C -2.373 -3.884 -3.532
C -1.837 -0.213 -4.046
C -3.980 -2.713 0.893
C -3.364 0.515 3.279
C -5.356 -2.479 0.681
C 3.549 2.307 2.177
C -2.760 -0.004 -5.071
C 1.923 -3.870 4.530
C -1.539 -4.089 -2.472
C -5.253 0.913 -0.834
C 2.340 -2.811 3.528
C -2.521 -2.593 -4.086
C -2.960 1.628 -1.006
C -3.529 -1.039 -5.614
C 2.863 -3.405 -2.560
C -4.340 1.874 -1.152
C -5.757 -1.305 0.107
C 2.230 3.372 -1.815
C 4.979 0.295 2.673
C -2.457 0.441 -0.531
C -4.824 -0.313 -0.287
C -1.674 4.809 4.247
C 5.239 -1.698 -2.078
C -1.732 -1.553 -3.517
C 2.379 1.971 -4.483
C -0.815 -2.997 -1.942
C -3.413 -0.547 -0.118
C -4.206 1.636 2.692
C 0.514 0.561 4.450
C 3.721 -3.072 2.943
C 4.072 1.369 3.259
C -4.159 -0.379 4.208
C -3.410 -2.325 -5.148
H -2.281 2.412 -1.318
H 4.380 2.801 1.669
H 1.979 -4.860 4.072
H 2.894 3.061 2.619
H 1.875 -3.535 -3.003
H -4.002 -3.134 -5.561
H 5.233 1.979 -1.741
H -2.183 5.633 3.743
H -1.424 -5.072 -2.032
H -6.082 -3.227 0.980
H 0.895 -3.683 4.842
H 2.678 2.942 -4.892
H -4.517 0.188 5.073
H 4.210 -0.447 -4.772
H -3.527 -1.198 4.553
H 0.961 1.408 4.962
H 5.087 2.995 -3.189
H 2.826 1.191 -5.103
H -6.316 1.075 -0.990
H 0.247 -4.169 -0.460
H -4.550 2.316 3.477
H -3.617 2.198 1.965
H 5.844 -2.393 -2.670
H 0.771 4.870 2.895
H 4.490 -2.938 3.708
H -0.527 5.327 1.762
H -4.674 2.832 -1.536
H -0.572 -2.701 0.122
H 2.583 3.435 -0.783
H 2.578 -3.841 5.404
H 4.634 1.948 4.000
H 3.771 -4.097 2.568
H -6.814 -1.109 -0.048
H 2.612 -1.160 -5.010
H 2.810 -3.730 -1.520
H 0.287 3.756 1.596
H -5.011 -0.799 3.669
H 3.911 -2.387 2.116
H -5.063 1.210 2.168
H 2.977 1.727 1.453
H -0.874 5.208 4.876
H 0.919 -2.540 -0.762
H -2.388 4.283 4.883
H 5.710 -0.712 -2.126
H 5.270 -2.020 -1.033
H 0.091 -0.140 5.160
H 1.615 -2.773 2.715
H -2.968 -0.079 2.458
H 3.560 -4.064 -3.087
H 2.510 4.291 -2.336
H -4.226 -0.815 -6.415
H 5.231 -0.439 3.442
H 4.051 -2.189 -5.035
H 1.296 1.880 -4.568
H -1.911 3.460 2.602
H -3.645 -3.625 1.375
H -2.944 -4.702 -3.960
H 5.897 0.747 2.293
H 5.251 1.242 -3.344
H -2.866 1.008 -5.438
H 1.137 3.316 -1.791
H 4.463 -0.201 1.850

[3]
117
Properties=species:S:1:pos:R:3 method="wB97M-V/def2-TZVPD" lumo_ev=-4.398 multiplicity=3 total_energy_ev=-91584.197 total_charge=+1 s_squared=2.010 molar_mass_g_mol=792.09 e_homo_ha=-0.3771
S -2.234 -1.247 3.857
S -3.767 -1.782 6.474
P -0.782 -2.829 -0.157
O -1.861 -5.488 -3.682
O 4.434 3.117 -3.367
O -0.694 -3.160 1.576
O 0.189 1.927 0.509
O -1.363 -2.245 -3.057
N -4.009 -3.521 4.197
N -3.122 -4.422 -0.534
N -0.171 3.286 0.565
N -3.673 -3.021 -3.159
N 5.502 3.965 -3.711
N -3.997 -4.959 0.394
C 0.941 4.072 -0.081
C 5.405 4.230 -5.191
C -2.609 -3.024 -0.790
C 1.377 3.471 -1.456
C -5.711 -4.669 6.131
C 0.462 5.503 -0.453
C 1.853 4.718 2.214
C 6.770 3.318 -3.225
C -5.363 -3.936 4.708
C -2.637 -5.420 -1.387
C 7.280 2.186 -4.163
C -0.419 -5.935 4.180
C -1.305 2.499 2.737
C 7.249 2.525 -5.645
C -8.208 -4.053 4.015
C -6.653 -3.651 3.684
C 5.867 3.024 -6.047
C -1.665 -4.643 -2.458
C -3.029 -4.661 4.072
C 6.642 2.672 -1.800
C -3.748 -1.814 1.386
C -3.442 -2.308 4.890
C -3.419 -1.717 -0.223
C -0.169 -1.029 -0.328
C 6.255 5.469 -5.588
C 2.193 4.193 0.824
C 0.792 3.846 2.865
C -2.349 -3.144 -2.438
C 3.960 4.631 -5.634
C -7.303 -5.049 6.474
C -3.095 -0.617 2.297
C -1.420 -4.617 4.406
C -3.611 -6.108 3.491
C -1.429 4.848 2.048
C 7.858 4.415 -3.022
C -0.481 3.613 1.999
C -1.000 -7.378 3.570
C -8.562 -4.759 5.456
C -2.621 -7.428 3.258
H -2.197 2.216 2.165
H 0.516 3.352 -2.125
H 5.151 2.197 -5.956
H -3.070 -8.419 2.825
H 7.635 5.361 -3.514
H 1.212 6.021 -1.065
H -1.916 -6.459 -3.370
H 3.942 4.939 -6.686
H -0.838 -0.438 -1.105
H 6.016 1.773 -1.799
H 2.685 3.217 0.925
H 3.586 5.474 -5.040
H -0.916 -3.638 4.806
H -2.885 -6.567 -1.356
H 0.516 4.288 3.832
H -4.749 -6.267 3.192
H 6.011 6.334 -4.960
H -1.362 -3.895 1.712
H -4.826 -4.889 6.896
H 2.934 4.858 0.363
H -9.012 -3.799 3.182
H -1.643 2.856 3.719
H 2.096 4.127 -1.963
H -4.485 -3.087 -2.502
H -4.342 -5.906 0.126
H 8.303 1.898 -3.887
H 6.668 1.285 -4.017
H -6.424 -3.134 2.644
H -3.902 0.208 2.575
H -0.130 -0.418 0.680
H -4.766 -4.307 0.663
H 1.257 2.880 3.101
H 8.840 4.083 -3.376
H -1.471 5.416 1.120
H -1.151 5.544 2.847
H -9.690 -4.997 5.673
H 2.758 4.715 2.832
H -0.511 -4.753 -2.296
H 0.912 -1.085 -0.832
H 5.881 3.295 -7.111
H -3.823 -3.776 -3.866
H 0.302 6.148 0.413
H -2.277 -0.059 1.646
H -7.580 -5.560 7.513
H -4.922 -1.757 1.533
H -0.464 5.470 -1.039
H -0.888 -2.776 -3.762
H 1.872 2.499 -1.356
H 0.736 -5.924 4.409
H -3.276 -2.824 1.762
H 1.518 5.759 2.170
H 6.223 3.380 -1.075
H -0.308 -8.316 3.368
H 7.627 2.363 -1.427
H -2.932 -0.680 -0.475
H 7.495 1.630 -6.229
H 7.967 4.688 -1.965
H 7.331 5.295 -5.534
H -2.472 4.553 2.221
H -0.717 1.593 2.923
H 3.246 3.804 -5.547
H -4.479 -1.716 -0.772
H 8.019 3.265 -5.883
H 6.062 5.762 -6.628